The following is a quantum chemistry calculation of a gas-phase ion, C4H7F3N3S (charge +1) in a non-equilibrium geometry, from OMol25.

Total charge   +1
Relative energy (zero: lowest compared OMol25 entry of this formula, charge and spin)   43.77 kcal per mole

```
18
C4H7F3N3S the ωB97M-V functional and the def2-TZVPD basis
C -2.91243 0.51036 -0.91498
C 0.72696 0.33111 -0.63233
C 1.95485 -0.58767 1.19579
C 0.73867 1.18879 -1.87794
N -2.91098 0.74435 0.31385
N -1.78728 -0.21398 -1.36099
N 1.89030 0.21665 -0.05910
F -0.17825 2.16522 -1.86856
F 1.88928 1.74655 -2.21049
F 0.43771 0.38418 -2.97849
S -0.60833 -0.65118 -0.19423
H -3.62415 0.67528 -1.89091
H 1.82623 -1.77500 1.06248
H 2.99349 -0.32415 1.55030
H 1.02128 -0.36621 1.86795
H -3.68424 1.24303 0.65641
H -1.63588 -0.64158 -2.25612
H 2.78153 0.59820 -0.45850
```



The following is a quantum chemistry calculation of 2 unconnected molecules or ions with the total composition C4H7F4N in a non-equilibrium geometry, from OMol25.

Relative energy (zero: lowest compared OMol25 entry of this formula, charge and spin)   74.95 kcal per mole

```
16
C4H7F4N the ωB97M-V functional and the def2-TZVPD basis
C -0.68836 1.89704 0.33378
C -1.17291 0.71261 -0.23774
C 1.34928 -0.49600 0.39849
C 0.90094 -1.95488 0.47678
N -1.20524 0.53179 -1.57524
F 1.82355 -0.00531 1.57583
F 0.03114 -2.12610 1.51382
F 1.90968 -2.85151 0.69041
F 0.30896 -2.25856 -0.66118
H 0.13778 2.40569 -0.20073
H -1.53808 2.49807 0.49879
H -0.21945 1.78094 1.29556
H -1.12975 -0.24429 0.26147
H 2.16255 -0.55375 -0.36512
H -1.29895 1.12027 -2.37599
H -1.37114 -0.45600 -1.62893
```



The following is a quantum chemistry calculation of C4H7FN2 in the gas phase in a non-equilibrium geometry, from OMol25.

Relative energy (zero: lowest compared OMol25 entry of this formula, charge and spin)   20.29 kcal per mole
SMILES string   [H]/N=C/N(C)/C=C/F

```
14
C4H7FN2 the ωB97M-V functional and the def2-TZVPD basis
C -1.02735 1.39616 0.01202
C -0.80159 -0.99795 0.00308
C 1.18805 0.35274 -0.02178
C 2.12781 -0.59550 0.00913
H -1.66467 1.41362 -0.86956
H -1.70872 1.45541 0.87362
H -0.40325 2.27926 -0.01202
H -0.11565 -1.83536 0.05266
H -2.32955 -2.08046 -0.01652
H 1.56021 1.38446 -0.12354
H 2.01429 -1.68306 0.10438
N -0.18511 0.22327 0.04288
N -2.06570 -1.08435 -0.04006
F 3.41123 -0.22824 -0.01430
```



The following is a quantum chemistry calculation of a gas-phase ion, C4H7FN3 (charge +1) in a non-equilibrium geometry, from OMol25.

Total charge   +1
Relative energy (zero: lowest compared OMol25 entry of this formula, charge and spin)   37.00 kcal per mole
SMILES string   [NH2+]=C(F)[C@H]1CNC=N1

```
15
C4H7FN3 the ωB97M-V functional and the def2-TZVPD basis
C 0.16777 0.87806 0.26032
C 2.22690 0.07776 0.36834
C 0.17354 -0.69383 0.40792
C -0.44963 0.91906 -0.97749
N 1.59201 1.13338 0.32655
N 1.54432 -1.08558 0.26658
N -1.74792 1.18847 -1.24612
F 0.28736 0.42593 -1.97793
H -0.22412 1.51753 1.18088
H 3.26585 -0.01196 0.61179
H -0.16255 -0.95896 1.35878
H -0.39735 -1.33853 -0.25220
H 1.85774 -1.97530 -0.12530
H -2.02903 0.99981 -2.20830
H -2.23506 1.96248 -0.77782
```



The following is a quantum chemistry calculation of a molecular structure, C4H7FO in a non-equilibrium geometry, from OMol25.

Relative energy (zero: lowest compared OMol25 entry of this formula, charge and spin)   83.76 kcal per mole

```
13
C4H7FO the ωB97M-V functional and the def2-TZVPD basis
C 0.50155 0.01330 0.75071
C 0.08971 1.34079 0.02626
C 0.32968 -1.06621 -0.24190
C -0.31803 -1.17296 -1.46302
H -1.22132 0.73958 1.86817
H 1.51288 -0.11486 0.83629
H 0.29657 1.20312 -1.10084
H 0.60758 2.13006 0.52049
H 1.00841 -1.85949 0.06646
H -0.44132 -2.22612 -1.85667
H -0.89498 -0.41244 -1.87562
O -0.22125 0.06347 2.10484
F -1.24949 1.36177 0.36483
```



The following is a quantum chemistry calculation of 2 unconnected molecules or ions with the total composition C4H7FO, from OMol25.

Relative energy (zero: lowest compared OMol25 entry of this formula, charge and spin)   14.38 kcal per mole
SMILES string   O=CC1CC1.F

```
13
C4H7FO the ωB97M-V functional and the def2-TZVPD basis
C 1.38408 0.89515 -0.03471
C 1.76934 -0.53006 0.07397
C 0.40853 -0.17790 -0.48545
C -0.78278 -0.38272 0.32746
O -1.88663 -0.60485 -0.11459
F -4.30055 0.41534 -0.05490
H 1.14141 1.43341 0.86831
H 1.82169 1.50728 -0.80693
H 2.48880 -0.93264 -0.62156
H 1.80442 -0.97995 1.05403
H 0.24745 -0.29622 -1.54933
H -0.61992 -0.29436 1.41940
H -3.47585 -0.05247 -0.07569
```



The following is a quantum chemistry calculation of 2 unconnected molecules or ions with the total composition C4H7FOS in a non-equilibrium geometry, from OMol25.

Relative energy (zero: lowest compared OMol25 entry of this formula, charge and spin)   71.64 kcal per mole

```
14
C4H7FOS the ωB97M-V functional and the def2-TZVPD basis
C 0.60994 -1.40175 0.45644
C 0.65875 -0.06484 0.10350
C 1.32321 0.40773 -1.10848
C -0.01464 0.73136 1.01954
O -3.48326 0.65152 0.56873
F -1.81260 -1.02936 -0.40171
S -2.35899 0.52197 -0.29306
H 0.03097 -1.67535 1.41110
H 1.17706 -2.09667 -0.14355
H 2.09116 -0.25111 -1.60630
H 1.66121 1.36630 -0.76926
H 0.51847 0.62157 -1.85454
H 0.11409 1.77669 0.80787
H -0.51537 0.44194 1.80973
```



The following is a quantum chemistry calculation of C4H7FS in the gas phase in a non-equilibrium geometry, from OMol25.

Relative energy (zero: lowest compared OMol25 entry of this formula, charge and spin)   30.85 kcal per mole
SMILES string   FCC1(S)CC1

```
13
C4H7FS the ωB97M-V functional and the def2-TZVPD basis
C 0.10030 0.38116 -0.10938
C -1.31532 0.10055 -0.74208
C 1.21735 -0.64724 -0.31305
C 0.47133 -0.62992 0.98400
H -0.21301 2.29307 1.14145
H -2.11409 0.43943 -0.06945
H -1.39707 0.62184 -1.69828
H 2.26988 -0.31226 -0.50172
H 1.04316 -1.48251 -1.01569
H 1.00660 -0.19051 1.83580
H -0.25651 -1.36148 1.31573
F -1.41718 -1.27616 -0.93434
S 0.60456 2.06403 0.10701
```



The following is a quantum chemistry calculation of C4H7FS in the gas phase in a non-equilibrium geometry, from OMol25.

Relative energy (zero: lowest compared OMol25 entry of this formula, charge and spin)   30.67 kcal per mole
SMILES string   C[C@H]1[C@H](F)[C@@H]1S

```
13
C4H7FS the ωB97M-V functional and the def2-TZVPD basis
C -2.36278 -0.90679 -0.05429
C -1.02483 -0.30422 -0.40393
C 0.18274 -0.38292 0.51697
C -0.56303 0.91092 0.32525
H -3.11479 -0.35119 -0.63884
H -2.63422 -0.81243 1.00043
H -2.39245 -1.98380 -0.28205
H -0.79365 -0.37784 -1.47297
H 0.08474 -0.82054 1.52695
H 2.50116 0.20863 0.65990
H -1.18758 1.14095 1.14620
F 0.05668 1.96458 -0.21792
S 1.85213 -0.66168 -0.14265
```



The following is a quantum chemistry calculation of C4H7FS in the gas phase in a non-equilibrium geometry, from OMol25.

Relative energy (zero: lowest compared OMol25 entry of this formula, charge and spin)   45.72 kcal per mole
SMILES string   C=C(CF)CS

```
13
C4H7FS the ωB97M-V functional and the def2-TZVPD basis
C -1.28854 -0.32546 -0.21447
C 0.16179 -0.10204 -0.20660
C 1.02748 -1.08224 -0.28394
C 0.82075 1.34096 -0.09515
H -1.62835 -0.56401 1.90151
H -1.81942 0.67253 -0.02058
H -1.71151 -0.57377 -1.14668
H 0.86488 -2.13817 -0.42870
H 2.08599 -0.71454 -0.17125
H 1.71464 1.39502 0.58032
H 0.14238 2.07185 0.27153
F 1.42068 1.66197 -1.30392
S -1.79076 -1.64210 1.11794
```